C26H47MoN3O5PSSi | the ωB97M-V functional and the def2-TZVPD basis

Structure (XYZ):
```
85
Properties=species:S:1:pos:R:3:forces:R:3
Mo 0.406 -0.294 0.319 -1.0 -0.4 0.6
C -1.118 3.019 -2.100 0.0 0.0 -0.1
C -0.105 2.022 -1.665 0.0 0.0 0.0
O -0.536 1.007 -1.034 0.0 0.1 0.5
C 1.299 2.202 -1.938 -0.1 0.1 0.0
C 1.732 3.114 -2.918 0.0 0.0 0.0
C 3.076 3.286 -3.167 0.0 0.0 0.0
C 4.013 2.574 -2.420 0.0 0.0 0.0
C 3.620 1.683 -1.429 0.2 0.1 -0.1
C 2.276 1.500 -1.209 -0.3 -0.2 0.3
O 1.881 0.649 -0.211 0.8 0.0 -0.4
H -2.096 2.755 -1.711 0.0 0.0 0.0
H -1.166 3.071 -3.190 0.0 0.0 0.0
H -0.831 4.011 -1.748 0.0 0.0 0.0
H 1.007 3.661 -3.504 0.0 0.0 0.0
H 3.402 3.973 -3.935 0.0 0.0 0.0
H 5.069 2.719 -2.608 0.0 0.0 0.0
H 4.340 1.140 -0.833 0.0 0.0 0.0
C -2.249 2.133 4.639 0.1 0.0 0.0
C -2.413 1.173 5.801 0.0 0.1 0.0
C -2.200 1.853 7.137 0.1 0.0 0.0
C -3.729 0.431 5.742 0.0 -0.1 0.0
O -1.366 0.111 5.693 -0.1 -0.1 0.0
Si 0.170 0.004 5.441 0.0 0.1 0.1
S 0.304 -1.292 2.195 -0.1 0.6 -0.6
O 0.973 -1.250 5.891 0.1 -0.2 0.0
C 0.795 -2.538 6.642 -0.1 0.0 0.0
C -0.619 -3.029 6.410 0.0 0.0 0.0
C 1.065 -2.218 8.095 0.0 0.0 0.0
C 1.830 -3.471 6.054 0.1 0.0 0.0
O 0.904 1.169 4.699 0.0 0.2 -0.1
C 2.302 1.646 4.523 0.2 0.0 0.1
C 3.193 0.467 4.189 0.0 -0.1 0.0
C 2.705 2.311 5.825 -0.1 -0.1 0.1
C 2.233 2.639 3.382 -0.1 0.1 0.0
H -3.081 2.836 4.637 0.0 0.0 0.0
H -2.254 1.591 3.691 0.0 0.0 0.0
H -1.322 2.702 4.718 0.0 0.0 0.0
H -2.926 2.656 7.260 0.0 0.0 0.0
H -1.202 2.292 7.199 0.0 0.0 0.0
H -2.330 1.148 7.958 0.0 0.0 0.0
H -4.549 1.132 5.897 0.0 0.0 0.0
H -3.777 -0.329 6.522 0.0 0.0 0.0
H -3.863 -0.050 4.773 0.0 0.0 0.0
H -1.353 -2.331 6.812 0.0 0.0 0.0
H -0.753 -3.987 6.911 0.0 0.0 0.0
H -0.809 -3.172 5.344 0.0 0.0 0.0
H 0.337 -1.503 8.483 0.0 0.0 0.0
H 2.068 -1.813 8.225 0.0 0.0 0.0
H 0.987 -3.131 8.686 0.0 0.0 0.0
H 1.668 -3.603 4.984 0.0 0.0 0.0
H 1.755 -4.445 6.538 0.0 0.0 0.0
H 2.836 -3.085 6.215 0.0 0.0 0.0
H 3.149 -0.295 4.968 0.0 0.0 0.0
H 4.224 0.811 4.114 0.0 0.0 0.0
H 2.907 0.012 3.236 0.0 0.1 0.1
H 2.670 1.598 6.652 0.0 0.0 0.0
H 2.049 3.151 6.054 0.0 0.0 0.0
H 3.727 2.682 5.751 0.0 0.0 0.0
H 1.802 2.167 2.501 0.0 -0.1 -0.1
H 3.234 2.991 3.139 0.0 0.0 0.0
H 1.619 3.498 3.653 0.0 0.0 0.0
C -2.613 -3.411 -3.092 0.0 0.0 0.0
N -1.269 -3.968 -2.579 0.0 0.0 0.0
C -1.573 -5.000 -1.472 0.0 0.0 0.0
N -2.372 -4.412 -0.457 0.0 0.0 0.1
C -3.622 -3.873 -0.997 0.1 0.1 0.0
N -3.352 -2.856 -2.015 -0.1 0.0 -0.1
C -2.812 -1.612 -1.474 0.1 0.0 0.1
P -1.188 -1.958 -0.645 0.5 -0.4 -0.3
C -0.403 -2.854 -2.072 0.0 0.0 -0.1
C -1.661 -3.439 0.359 0.0 0.1 0.0
H -3.144 -4.255 -3.530 0.0 0.0 0.0
H -2.388 -2.676 -3.863 0.0 0.0 0.0
H -0.790 -4.445 -3.347 0.0 0.0 0.0
H -0.615 -5.341 -1.083 0.0 0.0 0.0
H -2.090 -5.825 -1.960 0.0 0.0 0.0
H -4.202 -3.432 -0.190 0.0 0.0 0.0
H -4.204 -4.679 -1.442 0.0 0.0 0.0
H -3.514 -1.183 -0.759 0.0 0.0 0.0
H -2.665 -0.882 -2.271 0.0 0.0 0.0
H 0.567 -3.254 -1.775 0.0 -0.1 0.0
H -0.246 -2.152 -2.894 0.1 0.0 0.0
H -2.299 -3.110 1.180 0.0 0.0 0.0
H -0.759 -3.868 0.797 0.0 0.0 0.0
```
Positions in Å, forces in eV/Å.

## Properties
* multiplicity: 1
* gap between HOMO and LUMO (spin up / spin down): 7.254 / 7.166 eV
* LUMO level (spin up / spin down): -0.349 / -0.349 Ha
* charge: +3
* electronic energy: -2655.85128 Ha
* E_HOMO (spin up / spin down): -16.7 / -16.7 eV

***

C26H47N5O8S4 | the ωB97M-V functional and the def2-TZVPD basis

Structure (XYZ):
```
90
Properties=species:S:1:pos:R:3:forces:R:3
C -2.542 -14.822 -22.723 -0.1 -0.6 -0.7
C -1.571 -14.991 -21.645 -0.1 0.1 0.7
N -0.887 -15.092 -20.721 -0.4 -0.1 -0.8
H -2.207 -15.255 -23.665 0.3 -0.3 0.2
H -2.774 -13.794 -23.003 0.2 -0.3 0.6
H -3.468 -15.347 -22.486 0.0 0.1 0.3
C -1.108 -12.422 -18.292 -1.6 -1.1 -1.4
C -1.940 -12.417 -19.544 2.5 -0.5 -3.5
N -2.568 -12.363 -20.554 14.7 -0.2 5.0
H -1.773 -12.543 -17.436 -0.1 1.0 0.2
H -0.462 -11.547 -18.367 -0.1 -0.2 0.9
H -0.605 -13.388 -18.253 0.6 0.1 -0.5
C -7.749 -14.373 -22.900 0.9 0.5 -0.1
C -7.120 -13.109 -22.508 -2.0 -2.6 -4.2
N -6.728 -12.102 -22.156 -2.9 1.2 -7.3
H -7.913 -15.017 -22.036 -0.5 0.1 0.0
H -7.071 -14.907 -23.565 0.0 0.0 -0.1
H -8.610 -14.064 -23.494 -0.3 -0.5 0.3
C -5.090 -7.837 -21.275 -5.7 2.9 3.0
C -5.259 -9.245 -21.512 -3.7 -3.2 0.6
N -5.454 -10.405 -21.587 -0.4 9.4 -2.1
H -5.897 -7.429 -20.666 -1.1 -0.1 -0.1
H -4.992 -7.423 -22.279 -2.4 1.5 1.5
H -4.160 -7.648 -20.738 -2.1 1.3 1.8
C -4.175 -12.173 -21.701 -0.4 -0.4 -5.8
C -3.605 -11.886 -23.058 -3.2 -1.0 0.0
N -3.078 -11.650 -24.072 -8.8 -8.5 -0.1
H -5.229 -12.434 -21.797 2.1 0.9 -1.9
H -4.128 -11.234 -21.150 1.0 -1.4 -0.3
H -3.669 -13.009 -21.219 -1.5 0.2 -2.7
C -0.550 -12.804 -24.338 -1.5 -0.8 -0.2
C 0.531 -13.465 -23.544 0.8 -1.0 0.3
C 1.324 -12.363 -22.976 1.5 2.1 1.3
S 0.066 -11.152 -22.378 1.7 -0.9 -3.7
O 0.375 -9.789 -22.836 0.5 -1.0 0.9
O -0.225 -11.402 -20.985 2.6 -9.7 -8.1
C -1.272 -11.758 -23.473 6.1 -1.6 1.9
H -1.216 -13.612 -24.643 -0.4 0.3 -0.1
H -0.191 -12.409 -25.289 0.2 0.4 0.2
H 1.114 -14.157 -24.152 0.2 0.3 -0.2
H 0.203 -14.098 -22.720 -0.5 0.2 -0.2
H 1.954 -11.826 -23.684 -0.2 0.1 -0.3
H 1.966 -12.514 -22.108 -0.1 -0.6 0.0
H -1.666 -10.887 -23.996 3.1 -1.9 0.4
H -1.988 -12.153 -22.752 3.0 -0.2 0.2
C -1.803 -9.572 -21.019 2.2 -0.7 1.2
C -3.024 -9.755 -20.115 1.9 1.0 1.0
C -2.645 -9.088 -18.769 -0.3 -0.4 0.2
S -0.787 -8.794 -18.650 -1.4 2.1 -1.7
O -0.202 -9.464 -17.511 0.0 -0.3 0.2
O -0.544 -7.329 -18.776 -0.4 -2.0 0.1
C -0.426 -9.737 -20.189 -3.0 7.9 3.8
H -1.903 -8.688 -21.650 1.5 0.0 1.6
H -1.814 -10.300 -21.830 -0.4 -0.3 0.9
H -3.218 -10.814 -19.942 -0.1 2.0 0.1
H -3.843 -9.293 -20.667 1.4 -1.2 2.6
H -2.990 -9.791 -18.011 0.6 0.5 0.4
H -3.209 -8.164 -18.639 0.5 0.2 0.2
H -0.164 -10.781 -20.020 0.2 3.3 4.5
H 0.384 -9.170 -20.647 0.1 -0.3 0.1
C -1.487 -9.164 -25.118 -1.2 0.5 0.3
C -1.887 -7.693 -25.496 1.2 -0.4 1.2
C -2.172 -7.035 -24.079 -0.3 -0.1 -0.3
S -3.454 -8.146 -23.411 3.3 -2.3 -2.2
O -4.670 -7.873 -24.137 -0.5 0.3 0.2
O -3.526 -8.320 -21.931 8.6 -0.1 -10.7
C -2.590 -9.652 -24.117 0.7 7.2 0.7
H -0.504 -9.186 -24.646 -0.3 0.5 0.4
H -1.293 -9.845 -25.946 -0.8 0.1 -0.5
H -2.694 -7.598 -26.222 -0.2 -0.1 0.4
H -0.986 -7.294 -25.963 -0.1 0.6 0.2
H -2.507 -6.000 -24.012 -0.3 -0.1 -0.5
H -1.324 -7.098 -23.398 0.3 -0.3 -0.2
H -3.259 -10.485 -24.329 -1.1 3.8 -2.1
H -2.131 -10.055 -23.214 -0.8 2.3 -0.2
C -6.164 -12.292 -20.259 -0.1 -1.3 7.6
C -5.238 -13.464 -20.066 -1.5 -1.9 1.8
C -4.101 -13.017 -19.099 -5.8 0.1 1.9
S -5.109 -12.151 -17.751 -0.8 -2.1 -1.3
O -4.480 -10.887 -17.434 -0.3 -0.3 0.3
O -5.407 -13.136 -16.713 0.2 1.0 -0.3
C -6.636 -11.868 -18.815 1.6 -0.3 -0.9
H -6.934 -12.597 -20.968 -0.3 0.1 5.7
H -5.587 -11.474 -20.689 -1.5 -0.5 1.7
H -4.969 -13.741 -21.086 -0.1 -1.6 1.3
H -5.849 -14.266 -19.651 0.2 -0.5 0.4
H -3.560 -12.226 -19.617 -3.7 -0.7 2.8
H -3.479 -13.820 -18.703 -0.2 0.2 0.2
H -6.845 -10.798 -18.833 -0.3 -0.1 0.5
H -7.418 -12.533 -18.448 0.0 0.4 0.2
```
Positions in Å, forces in eV/Å.

## Properties
* multiplicity: 1
* gap between HOMO and LUMO: 8.041 eV
* LUMO level: -0.001 Ha
* electronic energy: -3485.81567 Ha
* E_HOMO: -8.1 eV

***

C26H48ClIrP | the ωB97M-V functional and the def2-TZVPD basis

Structure (XYZ):
```
77
Properties=species:S:1:pos:R:3:forces:R:3
Ir 1.137 0.242 0.066 1.3 3.0 0.7
P 0.347 0.605 -2.074 -0.8 0.0 -2.3
Cl 2.055 2.423 0.226 0.3 0.9 0.2
C -3.616 -1.004 -0.851 -0.8 4.8 -0.8
H -4.561 -0.762 -1.368 0.4 0.0 0.5
H -2.887 -0.164 -0.696 -0.8 -0.4 -0.3
C 2.158 0.780 -2.538 -0.7 0.6 0.1
C -0.645 2.215 -2.243 0.7 -0.2 0.0
C 2.529 0.774 -4.014 0.3 0.0 0.0
H 2.402 1.769 -2.113 0.1 -0.3 -0.2
C 4.003 1.185 -4.120 0.0 0.1 0.0
H 2.366 -0.227 -4.439 0.2 0.3 0.0
H 1.898 1.474 -4.579 0.3 -0.1 0.2
C 4.956 0.360 -3.236 0.0 -0.1 -0.3
H 4.310 1.116 -5.168 0.1 0.1 0.1
H 4.069 2.243 -3.827 0.0 -0.1 -0.1
C 4.462 0.152 -1.809 -0.1 0.1 0.1
H 5.104 -0.624 -3.699 0.0 0.1 0.0
H 5.931 0.858 -3.212 0.0 -0.1 -0.1
C 2.992 -0.276 -1.780 0.6 0.2 -0.3
H 5.069 -0.603 -1.295 0.0 0.1 -0.1
H 4.541 1.080 -1.225 0.0 -0.1 -0.1
H 2.850 -1.257 -2.262 0.0 0.1 0.4
H 2.778 -0.404 -0.666 0.3 -0.2 -1.0
C -0.423 -0.536 -3.422 -0.1 0.2 0.7
C -2.136 2.037 -2.576 -0.1 -0.2 -0.1
H -0.543 2.647 -1.230 -0.1 -0.1 -0.3
C -2.870 3.385 -2.550 0.2 0.1 0.2
H -2.256 1.618 -3.584 0.0 0.1 0.3
H -2.607 1.303 -1.912 0.0 0.3 0.0
C -2.225 4.414 -3.487 0.1 0.0 -0.2
H -3.919 3.239 -2.837 0.2 0.0 0.1
H -2.871 3.786 -1.527 0.0 -0.1 -0.1
C -0.704 4.524 -3.330 0.1 0.0 0.3
H -2.466 4.170 -4.531 0.0 -0.1 0.1
H -2.660 5.401 -3.294 0.0 -0.1 -0.1
C 0.012 3.170 -3.241 0.1 0.2 -0.3
H -0.281 5.085 -4.172 -0.1 0.0 0.2
H -0.477 5.092 -2.417 0.0 -0.1 -0.1
H 0.018 2.711 -4.242 0.0 0.1 0.2
H 1.058 3.337 -2.957 -0.2 0.0 -0.1
C 0.267 -1.892 -3.616 0.2 -0.3 0.0
H -1.429 -0.725 -3.000 0.1 0.0 -0.2
C -0.547 -2.805 -4.559 -0.1 0.1 0.0
H 1.259 -1.739 -4.068 -0.2 0.0 0.1
H 0.437 -2.396 -2.654 -0.1 0.1 -0.2
C -0.859 -2.153 -5.914 0.0 0.1 0.0
H 0.001 -3.739 -4.736 -0.1 0.1 0.2
H -1.497 -3.074 -4.074 0.2 0.0 0.0
C -1.415 -0.732 -5.771 0.0 -0.1 0.2
H 0.050 -2.125 -6.533 -0.1 0.0 0.2
H -1.584 -2.762 -6.469 0.1 0.0 0.1
C -0.582 0.122 -4.808 0.2 0.3 -0.1
H -1.431 -0.236 -6.750 -0.1 -0.1 0.2
H -2.457 -0.772 -5.417 0.2 0.0 0.0
H 0.418 0.264 -5.243 -0.3 -0.1 0.1
H -1.030 1.118 -4.742 0.2 -0.4 -0.1
C 0.699 -1.554 -0.023 -2.7 -3.2 -0.7
C -3.172 -2.234 -0.597 1.9 -6.1 0.9
H -0.152 -1.564 -0.733 0.0 -0.9 0.2
C -3.132 -2.987 0.738 -0.8 0.1 -0.3
H -2.769 -2.893 -1.397 0.0 0.7 0.1
C -1.976 -2.651 1.687 -0.1 0.2 0.3
H -4.076 -2.768 1.264 0.3 0.3 0.1
H -3.195 -4.078 0.620 0.3 0.2 -0.5
C -0.580 -3.292 1.546 1.0 -0.5 0.1
H -1.965 -1.565 1.764 0.4 0.2 0.2
H -2.303 -3.040 2.664 -0.1 0.3 -0.2
C 0.734 -2.785 0.806 0.5 0.2 -0.1
H -0.245 -3.401 2.588 -0.1 -0.2 -0.3
H -0.694 -4.302 1.141 -0.4 -0.1 0.3
H 1.584 -2.682 1.506 -0.5 -0.1 0.2
H 1.082 -3.614 0.148 -0.4 0.3 0.2
C 0.730 0.323 2.013 -0.6 -0.5 1.4
H 0.643 -0.661 2.480 -0.1 0.2 0.1
H -0.271 0.772 1.909 0.0 0.0 0.4
H 1.367 0.979 2.614 -0.1 0.0 -0.3
```
Positions in Å, forces in eV/Å.

## Properties
* multiplicity: 6
* gap between HOMO and LUMO (spin up / spin down): 6.761 / 6.758 eV
* LUMO level (spin up / spin down): 0.023 / -0.044 Ha
* electronic energy: -1925.06104 Ha
* expectation value of S²: 8.765
* E_HOMO (spin up / spin down): -6.1 / -8.0 eV

***

C26H48F3N2O14P3 | the ωB97M-V functional and the def2-TZVPD basis

Structure (XYZ):
```
96
Properties=species:S:1:pos:R:3:forces:R:3
C 3.206 -0.608 -0.335 -0.3 0.3 -0.2
C 3.942 0.744 -0.416 0.4 -0.2 0.1
C 3.844 1.428 -1.777 -0.2 0.1 0.0
C 2.514 2.174 -2.070 0.3 -0.3 -0.2
N 1.582 2.185 -0.962 -0.6 0.4 -0.3
C 1.233 3.371 -0.290 0.5 -0.1 0.0
O 1.783 4.428 -0.461 -0.1 -0.1 0.1
C 0.098 3.010 0.600 -0.1 -0.1 -0.1
C -0.534 3.690 1.623 0.1 0.1 0.1
C -0.157 5.096 2.009 0.1 0.1 0.0
F 1.167 5.242 2.184 -0.1 -0.1 0.0
F -0.541 5.973 1.068 0.0 0.0 0.0
F -0.743 5.473 3.162 0.0 0.0 -0.1
C -1.560 3.051 2.293 0.0 -0.1 0.1
C -1.961 1.752 1.964 -0.1 0.2 0.2
N -3.000 1.180 2.720 0.5 -0.4 0.0
C -1.352 1.061 0.900 -0.1 0.0 -0.2
C -1.804 -0.318 0.507 0.0 0.1 0.0
C -3.221 -0.361 -0.104 0.2 -0.1 -0.3
C -3.666 -1.823 -0.143 -0.1 0.2 0.1
C -3.215 0.273 -1.510 -0.1 -0.2 0.0
C -0.330 1.734 0.253 -0.1 0.0 0.0
C 0.522 1.274 -0.892 0.2 0.2 0.1
O 0.342 0.376 -1.670 0.1 -0.2 0.0
H 2.638 -0.794 -1.249 0.0 0.0 0.0
H 3.904 -1.433 -0.208 0.0 0.0 0.1
H 2.479 -0.627 0.477 0.1 -0.1 0.1
H 5.003 0.570 -0.225 0.0 0.0 0.0
H 3.620 1.409 0.387 -0.1 0.1 -0.1
H 3.978 0.665 -2.548 0.1 0.0 0.0
H 4.671 2.130 -1.895 0.0 0.0 0.1
H 2.732 3.202 -2.346 -0.1 0.1 0.1
H 2.011 1.704 -2.915 -0.1 0.0 0.0
H -2.059 3.569 3.100 -0.1 -0.1 0.0
H -2.792 1.217 3.711 -0.2 0.2 0.0
H -3.145 0.209 2.476 -0.1 0.0 0.0
H -1.120 -0.712 -0.243 0.0 -0.1 0.1
H -1.748 -0.979 1.379 -0.1 0.0 0.0
H -3.919 0.202 0.519 0.0 0.0 0.1
H -2.858 -2.452 -0.521 0.0 0.0 -0.1
H -3.911 -2.185 0.855 0.0 -0.1 0.0
H -4.537 -1.955 -0.786 0.0 0.0 0.0
H -3.324 -0.504 -2.269 0.0 0.0 0.0
H -2.279 0.785 -1.732 0.0 0.1 0.1
H -4.041 0.972 -1.635 0.0 0.0 0.0
C -1.558 -3.421 4.804 0.0 0.0 0.0
O -1.171 -4.586 4.063 0.0 -0.1 0.1
P -2.149 -5.073 2.918 0.0 0.0 -0.1
O -2.598 -4.070 1.956 -0.1 0.0 0.1
O -3.380 -5.754 3.661 0.0 0.1 0.0
C -3.143 -6.658 4.747 0.0 -0.1 0.0
O -1.274 -6.259 2.351 0.0 -0.1 0.1
C -1.777 -6.938 1.188 0.0 0.0 -0.1
H -1.119 -3.511 5.794 0.0 0.0 0.0
H -1.173 -2.531 4.310 0.0 0.0 0.0
H -2.643 -3.347 4.894 0.0 0.0 0.0
H -3.197 -6.117 5.691 0.0 0.0 0.0
H -2.171 -7.142 4.660 0.0 0.0 0.0
H -3.926 -7.412 4.718 0.0 0.0 0.0
H -2.767 -7.351 1.382 0.0 0.0 0.0
H -1.082 -7.744 0.974 0.0 0.0 0.0
H -1.823 -6.252 0.344 0.0 0.0 0.0
C 8.093 4.672 4.622 0.0 0.0 0.1
O 6.972 5.114 3.843 0.1 0.1 -0.1
P 6.322 4.058 2.857 -0.1 0.0 0.1
O 5.996 2.748 3.412 0.0 -0.1 -0.1
O 7.339 3.933 1.636 0.0 0.0 0.0
C 7.893 5.119 1.055 0.0 0.0 -0.1
O 5.123 4.939 2.330 0.0 0.0 0.0
C 4.194 4.295 1.437 0.0 0.0 0.0
H 8.705 5.547 4.826 0.0 0.0 0.0
H 7.741 4.240 5.556 0.0 0.0 0.0
H 8.686 3.932 4.083 0.0 0.0 0.0
H 8.858 5.334 1.512 0.0 0.0 0.0
H 7.231 5.975 1.185 0.0 0.0 0.0
H 8.030 4.928 -0.006 0.0 0.0 0.0
H 4.718 3.907 0.562 0.0 0.0 0.0
H 3.473 5.040 1.125 0.0 0.1 0.0
H 3.689 3.481 1.955 0.0 0.0 0.0
C -1.733 -3.229 -5.604 0.1 0.0 0.0
O -2.730 -2.212 -5.426 0.0 0.1 -0.1
P -4.243 -2.658 -5.525 0.0 -0.1 0.2
O -4.647 -3.811 -4.727 -0.1 -0.1 -0.1
O -4.529 -2.884 -7.075 0.0 0.0 0.0
C -4.053 -1.927 -8.029 0.0 0.0 0.0
O -4.921 -1.275 -5.163 0.1 0.1 -0.1
C -6.351 -1.263 -5.046 0.0 0.0 0.1
H -0.848 -2.741 -6.004 0.0 0.0 0.0
H -1.503 -3.684 -4.643 0.0 0.0 0.0
H -2.069 -4.000 -6.298 0.0 0.0 0.0
H -3.086 -2.247 -8.416 0.0 0.0 0.0
H -3.956 -0.935 -7.587 0.0 0.0 0.0
H -4.774 -1.892 -8.842 0.0 0.0 0.0
H -6.817 -1.600 -5.973 0.0 0.0 0.0
H -6.639 -0.236 -4.846 0.0 0.0 0.0
H -6.665 -1.904 -4.223 0.0 0.0 0.0
```
Positions in Å, forces in eV/Å.

## Properties
* multiplicity: 1
* gap between HOMO and LUMO: 8.714 eV
* LUMO level: -0.007 Ha
* electronic energy: -3506.40384 Ha
* E_HOMO: -8.9 eV

***

> Among the records above, which one has the highest electronic energy?

C26H48ClIrP